Formula: C48H40Cl2FN2O16
Source: OMol25
Level of theory: ωB97M-V/def2-TZVPD

## Properties
Relative energy (zero: lowest compared OMol25 entry of this formula, charge and spin)   0.00 kJ/mol
Electronic energy   -113919.977 eV
E_HOMO   -5.15 eV
Net charge   -1
Frontier orbital gap   4.9 eV

Cartesian coordinates (Å):
C (-4.27456, -3.76995, -1.55719)
C (-2.73993, -3.81450, -1.51967)
C (-1.99850, -2.70033, -2.28253)
F (-2.82816, -1.95050, -3.07830)
N (-1.04439, -1.87435, -1.54031)
N (0.05901, -2.77016, -1.20483)
C (1.00497, -2.51903, -1.93898)
O (1.87305, -2.28087, -2.67181)
C (-1.40509, -0.94683, -0.41588)
C (-1.26825, 0.50684, -0.93833)
C (-0.37801, 0.77652, -2.16839)
C (-0.15626, 2.30149, -2.18162)
O (-1.00205, 0.40400, -3.38482)
C (-2.92045, -0.93307, 0.08260)
O (-3.79394, -0.92144, -0.79824)
O (-3.06959, -0.75192, 1.30340)
C (-0.54309, -1.30789, 0.78764)
Cl (-1.08340, -2.71098, 1.69016)
C (0.60747, -0.82014, 1.24817)
C (1.34376, -1.31474, 2.45751)
Cl (1.46569, 0.46317, 0.42712)
H (-4.67380, -3.30263, -2.45158)
H (-4.67842, -4.78229, -1.47018)
H (-4.64412, -3.22106, -0.69607)
H (-2.42457, -4.77650, -1.92781)
H (-2.42680, -3.83344, -0.47673)
H (-1.36368, -3.21144, -3.01296)
H (-2.26448, 0.81826, -1.26056)
H (-1.00215, 1.19383, -0.13932)
H (0.60505, 0.31692, -2.08649)
H (0.54974, 2.60938, -1.41052)
H (-1.12065, 2.78723, -2.08535)
H (0.28668, 2.57298, -3.14293)
H (-1.93890, 0.61777, -3.32405)
H (0.66252, -1.47663, 3.28873)
H (2.04959, -0.54807, 2.77446)
H (1.90813, -2.22094, 2.23535)
C (5.93666, 1.13074, 0.54031)
C (4.92478, 1.77989, -0.03024)
C (5.16258, 2.85361, -1.02689)
O (4.24840, 3.45219, -1.54739)
C (6.57627, 3.17302, -1.36421)
C (7.58592, 2.52290, -0.79319)
C (7.34336, 1.45000, 0.20385)
O (8.27031, 0.85741, 0.72106)
H (5.78423, 0.34843, 1.27160)
H (3.89305, 1.55502, 0.20640)
H (6.72687, 3.95836, -2.09417)
H (8.62204, 2.73828, -1.02263)
C (-4.68651, 4.08704, -1.39471)
C (-5.81678, 4.53852, -1.93266)
C (-5.81085, 5.65560, -2.90624)
O (-6.83857, 6.07673, -3.39766)
C (-4.49502, 6.24851, -3.26529)
C (-3.36322, 5.79783, -2.73126)
C (-3.37539, 4.68239, -1.75176)
O (-2.35802, 4.25216, -1.25612)
H (-4.65689, 3.27431, -0.68069)
H (-6.78531, 4.11872, -1.69019)
H (-4.51787, 7.06035, -3.98136)
H (-2.39340, 6.21173, -2.97747)
C (2.20891, 0.18543, -5.06729)
C (2.17296, -1.00239, -5.66589)
C (1.92674, -1.12465, -7.12194)
O (1.88983, -2.20506, -7.67361)
C (1.72529, 0.13052, -7.89103)
C (1.76243, 1.31764, -7.29419)
C (2.00857, 1.43990, -5.83295)
O (2.04808, 2.52690, -5.29890)
H (2.38089, 0.29394, -4.00384)
H (2.31075, -1.92678, -5.12140)
H (1.54755, 0.01706, -8.95312)
H (1.61790, 2.24558, -7.83310)
C (8.13665, -1.90421, 5.83051)
C (7.12580, -1.25524, 5.25990)
C (7.36705, -0.18161, 4.26200)
O (6.44464, 0.41121, 3.74579)
C (8.77702, 0.13829, 3.92344)
C (9.78638, -0.51237, 4.49578)
C (9.54726, -1.58430, 5.49306)
O (10.46703, -2.17869, 6.01463)
H (7.98643, -2.68923, 6.56068)
H (6.08995, -1.47115, 5.48942)
H (8.92686, 0.91944, 3.19020)
H (10.82180, -0.29707, 4.26496)
C (0.14869, -6.51823, 6.30322)
C (-0.09093, -7.69766, 5.73863)
C (-0.59400, -7.79608, 4.34393)
O (-0.81147, -8.87587, 3.83556)
C (-0.81743, -6.52926, 3.60662)
C (-0.57903, -5.34711, 4.17010)
C (-0.07527, -5.24802, 5.56312)
O (0.15025, -4.17787, 6.08491)
H (0.51537, -6.42150, 7.31744)
H (0.06552, -8.63506, 6.25750)
H (-1.18344, -6.62276, 2.59195)
H (-0.73868, -4.41572, 3.64234)
C (-7.55536, 2.26240, 2.04316)
C (-8.84471, 2.28796, 2.37141)
C (-9.58355, 3.56818, 2.49547)
O (-10.75857, 3.59520, 2.79677)
C (-8.83121, 4.82343, 2.23723)
C (-7.54260, 4.80127, 1.90940)
C (-6.80433, 3.51789, 1.78660)
O (-5.63273, 3.48909, 1.48511)
H (-6.99156, 1.34221, 1.94544)
H (-9.41344, 1.38704, 2.56253)
H (-9.39250, 5.74435, 2.33228)
H (-6.97320, 5.70193, 1.71674)